# 1
Density functional theory data (ωB97M-V/def2-TZVPD) for C19H28AuN2O4S as an isolated structure.

Output
charge	+1
energy above the lowest of the compared OMol25 structures with the same formula, charge and spin	0.995	eV
orbital gap	0.311	Eh

Positions of all 55 atoms, in Å:
Au 0.01980 0.19025 0.31547
C -3.39787 4.91611 -2.96398
O -3.96743 3.70007 -3.42328
C -3.35138 2.54745 -3.10626
C -3.98618 1.37723 -3.55562
C -3.42339 0.16842 -3.26024
C -2.21181 0.04077 -2.54767
C -1.65434 -1.29467 -2.30823
C -2.54713 -2.50225 -2.44780
O -0.47252 -1.46275 -2.00403
C -1.58709 1.22265 -2.07707
O -0.44652 1.26840 -1.40012
C -2.17798 2.46574 -2.37725
H -4.05060 5.70606 -3.32192
H -2.39516 5.05963 -3.37307
H -3.35650 4.94169 -1.87303
H -4.90482 1.45932 -4.11825
H -3.91671 -0.72645 -3.61418
H -3.51006 -2.35381 -1.96143
H -2.03579 -3.35900 -2.01754
H -2.73576 -2.70742 -3.50370
H -1.68989 3.34330 -1.97797
N 1.05575 0.65077 -3.56295
C 2.47909 0.31948 -3.20684
C 2.40884 0.15225 -1.68226
N 3.48278 -0.33011 -0.90035
H 0.90619 0.79151 -4.55982
H 0.72382 1.46579 -3.02994
H 0.44306 -0.10820 -3.21946
H 3.13276 1.11791 -3.55315
H 2.71051 -0.60449 -3.73477
H 1.59520 -0.55728 -1.53179
H 2.05697 1.10603 -1.27838
H 4.34147 0.16871 -0.73679
H 3.68868 -1.30914 -1.02319
C 1.38007 6.18571 2.53734
C 0.94900 4.75850 2.71662
C 1.87068 3.71500 2.63024
C 1.47672 2.39869 2.79001
C 0.13820 2.12584 3.03706
C -0.80409 3.14098 3.10947
C -0.38859 4.45384 2.95776
S -0.41617 0.45640 3.23954
C 0.37192 0.07595 4.79489
O 0.41484 -0.40663 2.26212
H 2.46458 6.27385 2.51711
H 1.00068 6.81103 3.34540
H 0.99030 6.59003 1.60162
H 2.91284 3.94094 2.44211
H 2.19235 1.58994 2.70405
H -1.84826 2.90842 3.27860
H -1.11468 5.25469 3.02171
H 1.43978 0.26280 4.70336
H 0.17630 -0.97237 5.01016
H -0.07371 0.71012 5.55961

# 2
Density functional theory data (ωB97M-V/def2-TZVPD) for one molecule with the formula C5H6N4O.

Output
energy above the lowest of the compared OMol25 structures with the same formula, charge and spin	3.311	eV
SMILES string	O=C1C[C@H](n2ccnn2)N1
orbital gap	0.394	Eh

Positions of all 16 atoms, in Å:
O 3.30185 -0.50879 -0.12354
C 2.20560 -0.07355 -0.18060
C 1.41397 0.62488 0.94850
C 0.27170 0.78532 -0.35024
N -1.01335 0.27556 -0.29362
C -1.39031 -0.98606 0.18999
C -2.76859 -0.92311 0.32163
N -3.15071 0.24821 -0.20934
N -2.15815 0.95219 -0.50065
N 1.24799 0.15506 -1.20579
H 1.17265 -0.12730 1.62886
H 1.64808 1.63493 1.09376
H 0.29663 1.88113 -0.59866
H -0.77013 -1.87944 0.30945
H -3.34452 -1.71212 0.51534
H 1.06257 -0.25669 -2.11487

# 3
Density functional theory data (ωB97M-V/def2-TZVPD) for C9H26ClNO2SiTa as an isolated structure.

Output
charge	-1
orbital gap	0.224	Eh

Positions of all 41 atoms, in Å:
C 3.03296 0.09135 -0.19333
C 1.83878 0.55644 -1.04062
C 0.47078 0.44199 -0.35193
C 0.07222 1.57502 0.64325
C 1.17733 2.59887 0.95756
Ta -1.87669 2.58315 0.03385
Cl -1.10289 4.78628 -0.62424
Si -3.26003 0.42760 0.72480
C -3.82765 0.41672 2.52556
C -4.84389 0.30618 -0.30797
C -2.39744 -1.23972 0.45315
H 3.64160 -0.63799 -0.72491
H 2.69474 -0.39321 0.72360
H 3.68578 0.91709 0.09388
H 1.79329 -0.04055 -1.95369
H 2.00638 1.58322 -1.36867
H 0.46480 -0.50666 0.19116
H -0.27633 0.32182 -1.14156
H -0.15024 1.09062 1.59851
H 0.80510 3.38228 1.61931
H 1.53439 3.11135 0.06432
H 2.03971 2.13717 1.45094
H -2.06047 2.84870 1.85403
H -3.63408 3.19306 0.08870
H -2.09949 1.78735 -1.63571
H -4.38671 -0.49332 2.76750
H -2.97813 0.49073 3.20723
H -4.46968 1.27989 2.70685
H -5.23396 -0.71702 -0.34726
H -5.61919 0.96017 0.09655
H -4.64830 0.62629 -1.33216
H -1.53011 -1.35695 1.10647
H -3.09443 -2.06037 0.65079
H -2.05047 -1.33046 -0.57786
C 5.44060 -4.46106 -1.59745
N 4.20551 -3.65488 -1.82903
O 3.59649 -3.26468 -0.85727
O 3.90751 -3.44636 -2.98908
H 5.57974 -4.56147 -0.52853
H 5.29220 -5.41903 -2.08595
H 6.26030 -3.92959 -2.07082

LUMO level / eV: -2.2; 0.7; 1.9